149
Properties=species:S:1:pos:R:3:forces:R:3 method="wB97M-V/def2-TZVPD" s2=2.0075 e_lumo_ev="1.85 / 1.84" total_charge=-1 multiplicity=3 e_tot_ha=-5541.9140
As 0.655 -0.124 -0.985 -2.141 -2.256 -0.811
F -0.226 -1.379 -1.949 0.692 1.000 0.909
F -0.827 0.889 -1.069 1.089 -0.588 -0.072
F 1.434 1.097 -0.117 0.481 0.589 0.515
F 2.008 -1.257 -0.819 -0.579 1.007 -0.294
F 1.230 0.553 -2.507 -0.059 -0.379 0.872
F -0.027 -0.848 0.501 0.599 0.627 -0.804
C -1.916 4.374 3.002 -1.071 1.194 0.101
O -2.551 5.382 3.364 0.790 -1.691 -1.003
N -2.105 3.627 1.865 -0.218 0.524 1.278
C -3.246 3.927 1.008 0.409 0.647 0.087
C -1.355 2.395 1.664 -0.896 -0.493 0.359
H -1.108 4.021 3.656 0.234 -0.293 -0.257
H -3.729 4.835 1.362 -0.031 -0.148 0.233
H -3.959 3.141 0.841 -0.248 -0.725 0.693
H -2.894 4.138 0.028 0.584 0.364 -1.087
H -0.634 2.243 2.487 -0.277 0.085 -0.530
H -2.062 1.550 1.608 0.137 0.111 0.500
H -0.901 2.326 0.693 0.652 0.474 -0.341
C -0.151 1.234 -5.331 -1.186 0.361 1.124
O 0.492 1.720 -6.243 0.102 -0.146 -0.562
N -1.490 1.351 -5.138 0.152 -0.853 -0.044
C -2.099 0.894 -3.871 1.713 1.133 0.585
C -2.366 1.880 -6.141 -0.416 -0.747 -0.870
H 0.272 0.714 -4.467 0.544 -0.131 -0.096
H -1.441 0.106 -3.477 -0.534 0.334 0.129
H -3.124 0.556 -3.919 -0.113 -0.189 -0.655
H -2.061 1.756 -3.158 -0.175 -0.743 -0.316
H -1.872 1.919 -7.155 -0.441 -0.001 1.202
H -3.259 1.208 -6.172 0.694 0.732 -0.249
H -2.660 2.852 -5.810 -0.425 1.020 -0.210
C 1.307 5.928 -2.499 -3.141 -3.162 -0.111
O 1.974 6.818 -2.119 1.601 1.918 1.219
N 0.564 4.992 -1.751 2.582 2.490 1.111
C -0.093 3.930 -2.428 1.272 0.018 -0.739
C 0.525 5.107 -0.258 -0.753 -1.518 -2.127
H 1.050 5.745 -3.550 0.431 0.017 -0.493
H 0.294 3.844 -3.461 -0.419 0.244 0.332
H -1.115 4.124 -2.397 -2.099 -0.089 -0.342
H 0.113 2.987 -1.988 0.158 -0.941 0.641
H 1.129 5.846 0.154 1.510 1.185 0.091
H -0.448 5.352 0.049 -1.749 0.496 0.259
H 0.690 4.157 0.207 0.610 -0.715 0.124
C -4.255 -0.136 1.295 0.480 -1.508 -3.029
O -4.809 0.870 0.920 -0.128 0.347 0.439
N -3.792 -1.135 0.416 0.592 0.855 2.078
C -2.834 -2.134 0.989 -0.186 2.531 0.003
C -3.661 -0.951 -1.021 -0.591 -1.040 -0.807
H -4.087 -0.452 2.312 -0.025 0.116 0.876
H -1.831 -1.880 0.629 -0.128 -0.201 0.482
H -3.126 -3.044 0.627 -0.542 -2.589 -1.143
H -2.913 -2.236 2.080 0.133 0.574 -0.237
H -2.696 -0.582 -1.372 0.252 -0.114 0.495
H -3.833 -1.962 -1.501 0.202 1.032 0.396
H -4.397 -0.266 -1.444 -0.227 -0.055 0.478
C 3.015 6.121 -7.239 0.716 -0.402 -0.057
O 2.817 7.057 -8.009 -0.035 -0.964 0.995
N 2.390 4.903 -7.224 0.017 0.253 0.929
C 2.821 3.878 -6.255 -0.871 0.534 -0.157
C 1.189 4.743 -7.999 1.568 0.875 -2.371
H 3.826 6.088 -6.449 -0.454 0.574 -0.696
H 1.988 3.657 -5.570 0.439 0.258 0.083
H 3.704 4.284 -5.757 -0.187 -0.317 0.199
H 3.035 2.910 -6.701 0.195 0.142 -0.413
H 1.446 4.185 -8.914 -0.463 -0.410 0.366
H 0.299 4.416 -7.553 -0.770 -0.984 1.201
H 0.981 5.726 -8.398 -0.153 0.437 -0.047
C 5.215 -1.168 1.387 -0.151 -1.507 0.751
O 6.047 -1.947 1.871 -1.070 0.831 -0.547
N 5.475 0.039 0.908 0.435 0.514 -0.736
C 4.482 0.883 0.300 0.564 0.020 -0.890
C 6.798 0.595 0.791 0.193 -0.287 0.829
H 4.101 -1.369 1.314 0.922 -0.214 0.160
H 4.460 1.769 0.933 -0.988 0.202 -0.209
H 3.586 0.322 0.081 -0.506 0.236 0.731
H 4.799 1.199 -0.720 0.184 -0.071 0.573
H 7.029 0.648 -0.273 0.562 -0.147 0.080
H 6.740 1.618 1.168 0.237 0.088 0.023
H 7.501 0.013 1.422 -0.297 0.293 -0.752
C -1.613 -1.125 -6.800 1.855 -0.408 -1.266
O -2.700 -0.944 -6.339 -1.430 -0.198 0.518
N -0.539 -1.661 -6.181 -0.692 -1.335 1.426
C -0.670 -2.071 -4.774 -0.306 1.653 0.385
C 0.763 -1.732 -6.786 -0.769 -1.496 -0.819
H -1.331 -0.877 -7.846 -0.292 0.228 0.036
H 0.062 -1.450 -4.213 -0.483 -0.639 -0.047
H -0.496 -3.113 -4.541 0.233 -0.366 -0.450
H -1.698 -1.813 -4.414 0.981 -0.224 -0.449
H 1.112 -2.746 -7.126 -0.534 0.537 0.773
H 0.662 -1.186 -7.685 0.428 0.946 -1.008
H 1.471 -1.302 -6.133 1.006 0.583 0.598
C 0.685 -8.070 -0.857 1.067 0.905 -0.903
C 1.150 -6.558 -0.479 -2.804 -4.697 2.931
C -0.160 -5.802 -0.218 1.897 1.128 -0.915
C 0.122 -4.520 0.514 -2.888 3.553 -1.203
C 0.552 -4.716 1.907 1.401 -2.171 -1.120
C 1.893 -5.510 1.794 -0.505 -1.718 3.646
N 1.954 -6.688 0.866 -9.309 5.478 -1.888
O 2.918 -7.298 0.701 8.389 -4.800 0.170
C 2.927 -4.490 1.477 2.276 -2.832 -3.186
C 2.175 -6.279 3.178 -0.592 1.433 0.242
C 2.097 -6.182 -1.516 -0.562 2.701 -1.629
H 1.619 -8.622 -0.764 0.035 -0.297 -0.589
H 0.298 -8.065 -1.930 0.624 -0.084 1.334
H -0.005 -8.641 -0.244 -0.471 0.654 0.451
H -0.684 -5.726 -1.174 0.050 0.538 0.028
H -0.873 -6.217 0.465 -0.049 -1.566 0.264
H -0.872 -3.998 0.526 0.457 -0.300 0.230
H 0.676 -3.684 0.085 0.623 -0.625 -0.751
H -0.253 -5.154 2.438 -0.558 -1.114 0.883
H 0.809 -3.830 2.412 0.153 1.284 0.471
H 2.943 -3.696 2.121 -0.149 2.117 1.485
H 3.902 -5.030 1.577 -0.412 0.675 -0.218
H 2.849 -4.203 0.382 0.124 0.165 1.513
H 3.114 -6.851 3.158 -0.291 0.342 -0.054
H 2.182 -5.527 4.016 0.240 -0.653 -0.695
H 1.333 -6.970 3.407 0.501 0.371 -0.363
H 1.474 -6.059 -2.422 0.671 -0.338 -0.081
H 2.993 -6.786 -1.672 -0.492 -0.115 0.245
H 2.362 -5.150 -1.275 0.617 0.057 -0.347
C 0.021 1.024 8.715 0.471 -1.945 -1.074
C -0.633 0.974 7.311 0.762 1.440 0.431
C -0.515 -0.346 6.677 0.376 -0.300 -1.103
C -1.412 -0.509 5.480 -0.452 -0.921 0.209
C -2.843 -0.139 5.801 -0.594 -1.151 -0.435
C -3.096 1.205 6.383 1.306 0.180 -0.185
N -2.023 1.346 7.418 -1.578 1.681 0.777
O -2.340 2.200 8.325 0.731 -0.035 0.041
C -3.044 2.221 5.269 -0.345 3.882 0.478
C -4.362 1.189 7.166 -1.758 -1.766 1.229
C 0.167 1.963 6.534 1.545 0.883 0.315
H 1.104 0.703 8.584 -1.441 -0.281 0.339
H -0.614 0.352 9.307 0.731 0.215 0.529
H 0.113 2.000 9.116 -0.547 0.912 0.416
H 0.504 -0.469 6.304 0.128 -0.419 0.635
H -0.819 -1.056 7.406 0.125 -1.152 0.599
H -1.433 -1.608 5.313 0.154 0.708 -0.632
H -1.093 0.032 4.574 0.180 -0.316 0.344
H -3.299 -0.786 6.572 0.318 -0.608 -0.785
H -3.319 -0.194 4.824 -0.870 -0.325 0.239
H -3.994 2.209 4.654 1.245 -0.311 0.424
H -2.967 3.383 5.624 -0.283 -2.806 -0.427
H -2.124 2.097 4.696 -0.352 -0.203 -0.447
H -4.691 2.142 7.517 -0.263 0.795 -0.273
H -5.241 0.612 6.686 1.525 0.973 0.435
H -4.094 0.683 8.135 -0.622 0.055 -0.935
H -0.002 2.104 5.477 -0.467 0.013 -0.257
H 1.185 1.539 6.636 -0.156 0.695 -0.313
H 0.126 2.902 7.102 0.106 0.071 -0.651